[1]
60
Properties=species:S:1:pos:R:3 method="wB97M-V/def2-TZVPD" e_tot_ev=-76190.1510 total_charge=+2 homo_lumo_gap_ev="6.88 / 7.31" spin_multiplicity=4
Nd -0.8796 0.5603 0.8926
Cl -0.1634 2.1998 2.6687
P 0.0779 1.0535 -1.6575
C -1.3850 0.3243 -2.4557
C -1.1998 -0.6018 -3.5139
C -2.2720 -1.3288 -3.9944
C -3.5439 -1.1170 -3.4448
C -3.7389 -0.1616 -2.4402
C -2.6654 0.5632 -1.9265
C -0.1522 2.8482 -1.6949
C 0.6841 3.6283 -0.8694
C 0.4275 4.9880 -0.8063
C -0.6139 5.5769 -1.5578
C -1.3898 4.7850 -2.4374
C -1.1421 3.4219 -2.5249
C 1.5801 0.6306 -2.4640
C 2.5523 -0.1682 -1.8328
C 3.7875 -0.3129 -2.4591
C 4.0452 0.3456 -3.6692
C 3.0594 1.1116 -4.3067
C 1.8167 1.2369 -3.6999
H 1.4923 3.1758 -0.2773
H 1.0318 5.6228 -0.1413
H -0.8548 6.6199 -1.4457
H -2.2035 5.2383 -3.0281
H -1.7301 2.7957 -3.2067
H -0.2031 -0.7188 -3.9305
H -2.1242 -2.0520 -4.7922
H -4.3794 -1.7087 -3.7896
H -4.7451 -0.0001 -2.0331
H -2.8445 1.3491 -1.1648
H 2.3329 -0.6476 -0.8707
H 4.5556 -0.9267 -2.0035
H 5.0304 0.2497 -4.1256
H 3.2581 1.6021 -5.2544
H 1.0135 1.8226 -4.1533
H -0.3665 -1.8953 -0.8814
H 0.3179 -1.5604 -0.8605
C 1.3292 -3.1824 4.3468
N 1.2819 -1.7661 4.7064
C 0.0454 -1.4880 5.4686
N -1.1755 -1.8969 4.7359
C -1.0596 -3.3216 4.3832
N 0.1457 -3.6558 3.6069
C 0.1017 -3.2408 2.2445
P 0.0693 -1.4100 2.3428
C 1.3806 -0.8959 3.5063
C -1.4091 -1.0604 3.5301
H 1.3197 -3.7929 5.2683
H 2.2249 -3.3362 3.7344
H -0.0064 -0.4188 5.7045
H 0.0904 -2.0938 6.3939
H -1.9433 -3.5969 3.7914
H -0.9348 -3.9091 5.2996
H 1.0280 -3.5386 1.7268
H -0.7827 -3.6457 1.7426
H 1.3740 0.1523 3.7760
H 2.3307 -1.1013 2.9676
H -2.3629 -1.3606 3.0591
H -1.5129 0.0094 3.8169

---

[2]
60
Properties=species:S:1:pos:R:3 method="wB97M-V/def2-TZVPD" e_tot_ev=-40586.7050 total_charge=0 de_lowest_kj_mol=80.9 homo_lumo_gap_ev=9.79 smiles="Fc1ccccc1.Fc1ccccc1.Fc1ccccc1.CNC(C)=O.CNC(C)=O"
F -8.4425 2.0229 -2.3013
C -7.2086 1.5217 -2.5174
C -6.3213 2.2495 -3.2789
C -5.0547 1.7234 -3.4831
C -4.6908 0.5221 -2.9002
C -5.6179 -0.2029 -2.1693
C -6.8884 0.3086 -1.9547
H -6.6416 3.2072 -3.6661
H -4.3207 2.3205 -4.0103
H -3.6997 0.1366 -3.1068
H -5.3279 -1.1685 -1.7741
H -7.6000 -0.2165 -1.3326
F 3.5198 0.6371 1.8835
C 3.7203 0.1568 3.1276
C 5.0123 -0.0947 3.5383
C 5.2258 -0.5333 4.8297
C 4.1511 -0.7063 5.7009
C 2.8582 -0.4502 5.2603
C 2.6396 0.0201 3.9714
H 5.8522 -0.0043 2.8616
H 6.2164 -0.7507 5.2063
H 4.3387 -0.9491 6.7386
H 2.0301 -0.6003 5.9404
H 1.6432 0.2917 3.6476
F 1.2213 -0.0422 0.4724
C 0.1963 -0.8439 0.1088
C 0.3811 -2.2084 0.0891
C -0.6890 -3.0167 -0.2771
C -1.9183 -2.4549 -0.5743
C -2.0884 -1.0773 -0.5124
C -1.0182 -0.2594 -0.1975
H 1.3599 -2.5923 0.3499
H -0.5311 -4.0870 -0.2980
H -2.7530 -3.0892 -0.8438
H -3.0572 -0.6417 -0.7215
H -1.1086 0.8169 -0.1356
C 4.3116 -0.8509 -1.0212
N 4.4250 -1.7948 -2.1275
C 5.6206 -2.0687 -2.7086
C 5.5956 -3.1167 -3.7979
O 6.6437 -1.5024 -2.3733
H 4.9161 -1.1895 -0.1807
H 3.2684 -0.8176 -0.7196
H 4.6306 0.1501 -1.3044
H 3.5942 -2.2571 -2.4501
H 6.6066 -3.2267 -4.1767
H 4.9442 -2.8072 -4.6170
H 5.2427 -4.0737 -3.4128
C -0.3955 3.2787 1.6096
N -1.5603 3.1244 0.7798
C -2.7258 2.5658 1.2274
C -3.7858 2.3204 0.1642
O -2.9272 2.3155 2.3969
H -0.0134 4.3013 1.5943
H 0.4251 2.6293 1.2802
H -0.6154 3.0129 2.6378
H -1.4936 3.3021 -0.2069
H -3.3371 2.0984 -0.8073
H -4.3989 3.2167 0.0932
H -4.3598 1.4443 0.4491

---

[3]
65
Properties=species:S:1:pos:R:3 method="wB97M-V/def2-TZVPD" e_tot_ev=-90443.7499 total_charge=-2 de_lowest_kj_mol=0.0 homo_lumo_gap_ev=6.14
Pt -0.8459 -0.3853 0.6153
S -0.7492 -2.3825 -0.4849
C -1.4151 -2.0273 -2.0695
C -1.3973 -3.0026 -3.0703
C -1.8884 -2.7455 -4.3392
C -2.4141 -1.4894 -4.6331
C -2.4475 -0.5175 -3.6463
C -1.9588 -0.7684 -2.3615
S -2.0442 0.4851 -1.1313
H -0.9707 -3.9722 -2.8365
H -1.8523 -3.5175 -5.1005
H -2.7899 -1.2674 -5.6259
H -2.8530 0.4660 -3.8605
C 2.6033 -3.1201 1.7027
Si 1.9655 -1.3489 1.8858
C 2.4630 -0.4812 0.3034
C 2.9565 -0.5027 3.2609
N 0.2715 -1.2552 2.1673
C -0.3467 -1.6348 3.3266
C 0.3084 -2.3722 4.3433
C -0.3276 -2.7248 5.5227
C -1.6499 -2.3743 5.7606
C -2.3207 -1.6645 4.7660
C -1.6998 -1.3088 3.5853
H 3.6749 -3.1201 1.4767
H 2.0773 -3.5899 0.8675
H 2.4402 -3.7343 2.5903
H 3.5559 -0.4794 0.2181
H 2.1142 0.5544 0.2819
H 2.0461 -0.9991 -0.5624
H 4.0319 -0.5998 3.0799
H 2.7375 -0.8970 4.2542
H 2.7086 0.5625 3.2667
H 1.3349 -2.6828 4.1972
H 0.2252 -3.2904 6.2673
H -2.1443 -2.6489 6.6849
H -3.3554 -1.3729 4.9133
H -2.2484 -0.7541 2.8333
O 0.9010 4.0342 0.0019
C -0.0641 4.0101 -1.0277
N 0.0842 2.8841 -1.9104
C 0.6529 2.9694 -3.1276
O 1.0576 4.0074 -3.6425
C 0.7532 1.6623 -3.8617
C 0.6444 1.6584 -5.2440
C 0.7421 0.4545 -5.9183
C 0.9931 -0.6945 -5.1796
N 1.1484 -0.7005 -3.8621
C 1.0002 0.4533 -3.2156
H 0.6694 3.3058 0.6061
H 0.0639 4.9213 -1.6069
H -1.0713 3.9647 -0.6030
H -0.4078 2.0218 -1.6576
H 0.4801 2.5956 -5.7608
H 0.6290 0.3993 -6.9937
H 1.0757 -1.6578 -5.6735
H 1.0972 0.4116 -2.1354
C -0.7098 4.1082 3.2421
O -1.9877 3.5427 2.9760
C -2.0997 2.3681 2.3012
S -3.6295 1.7822 2.1150
S -0.6250 1.6574 1.7633
H -0.9117 4.9773 3.8673
H -0.2120 4.4235 2.3243
H -0.0695 3.4038 3.7743

---

[4]
66
Properties=species:S:1:pos:R:3 method="wB97M-V/def2-TZVPD" e_tot_ev=-59091.3179 total_charge=0 de_lowest_kj_mol=0.0 homo_lumo_gap_ev=8.61 smiles="COc1ccc(CCNC(=O)C(=O)NC[C@H]2OCCN2S(=O)(=O)c2ccc3c(c2)OCCO3)cc1OC"
C 2.4310 -0.0735 4.3576
O 1.1780 -0.5578 3.9417
C 1.1131 -1.2390 2.7559
C 2.1300 -1.3165 1.8217
C 1.9575 -2.0383 0.6510
C 0.7773 -2.7143 0.3932
C 0.6713 -3.5401 -0.8633
C -0.7528 -3.8731 -1.3123
N -1.4870 -2.6701 -1.6161
C -1.5928 -2.1963 -2.8630
O -1.4016 -2.8229 -3.8899
C -1.9838 -0.7183 -2.8891
O -2.3268 -0.1103 -1.8908
N -1.9024 -0.2225 -4.1354
C -1.7452 1.1786 -4.4071
C -0.2799 1.6047 -4.1975
O -0.0171 2.7989 -4.8879
C 0.8667 3.5610 -4.0913
C 0.4252 3.2266 -2.6637
N -0.0008 1.8431 -2.7840
S 1.0842 0.7399 -2.1028
O 0.5694 -0.5698 -2.3813
O 2.4238 1.0193 -2.5460
C 0.9305 1.1684 -0.3840
C 2.0122 1.7415 0.2593
C 1.8592 2.1953 1.5546
C 0.6396 2.0533 2.2093
C -0.4309 1.4088 1.5652
C -0.2826 0.9926 0.2470
O -1.6184 1.1964 2.1917
C -1.5529 1.3611 3.5980
C -0.8036 2.6459 3.9356
O 0.5263 2.5730 3.4624
C -0.2523 -2.6250 1.3259
C -0.1046 -1.8959 2.4926
O -1.0676 -1.7631 3.4535
C -2.3500 -2.2776 3.1901
H 2.2709 0.3346 5.3544
H 3.1723 -0.8774 4.4067
H 2.7964 0.7201 3.6993
H 3.0668 -0.8116 1.9926
H 2.7618 -2.0759 -0.0672
H 1.2206 -4.4755 -0.7199
H 1.1538 -2.9846 -1.6705
H -0.7161 -4.4580 -2.2343
H -1.2887 -4.4505 -0.5535
H -1.5598 -1.9702 -0.8879
H -1.5258 -0.8867 -4.8053
H -2.0285 1.3965 -5.4378
H -2.3777 1.7377 -3.7148
H 0.3837 0.7935 -4.5479
H 0.7486 4.6080 -4.3668
H 1.9032 3.2352 -4.2488
H 1.2283 3.3101 -1.9341
H -0.4290 3.8365 -2.3558
H 2.9465 1.8376 -0.2693
H 2.6654 2.6868 2.0764
H -1.1150 0.5570 -0.2822
H -1.0317 0.5064 4.0455
H -2.5849 1.3993 3.9482
H -1.3119 3.5025 3.4718
H -0.7382 2.7970 5.0137
H -1.1783 -3.1467 1.1525
H -2.9560 -2.0071 4.0536
H -2.7823 -1.8303 2.2895
H -2.3364 -3.3680 3.0913

---

[5]
64
Properties=species:S:1:pos:R:3 method="wB97M-V/def2-TZVPD" e_tot_ev=-53881.3877 total_charge=0 de_lowest_kj_mol=218.7 homo_lumo_gap_ev=8.74 smiles="N#Cc1ccc(NC(=O)CNc2cc(S(=O)(=O)N3CCOCC3)ccc2NC[C@@H]2CCCO2)cc1"
N 8.4845 -0.3992 -1.7267
C 7.4968 -0.1044 -1.2233
C 6.2820 0.2639 -0.6053
C 5.2335 -0.6544 -0.5135
C 4.0490 -0.2911 0.0891
C 3.8930 0.9963 0.6099
N 2.6700 1.2989 1.2138
C 2.2303 2.4899 1.7031
O 2.8693 3.5183 1.7210
C 0.7734 2.4442 2.1930
N -0.1582 2.4985 1.0799
C -0.3382 1.4058 0.2439
C -0.1276 0.0945 0.6599
C -0.1875 -0.9483 -0.2457
S 0.3155 -2.5447 0.3573
O -0.0303 -2.6303 1.7535
O 1.7041 -2.7235 0.0274
N -0.5765 -3.5823 -0.6065
C 0.0296 -4.8710 -0.8834
C -0.2158 -5.8424 0.2729
O -1.5960 -5.9600 0.5444
C -2.1498 -4.7139 0.9096
C -1.9675 -3.6830 -0.2097
C -0.4608 -0.7321 -1.5786
C -0.7875 0.5527 -1.9801
C -0.7713 1.6171 -1.0874
N -1.0904 2.9178 -1.4999
C -2.2343 3.5536 -0.8644
C -3.5801 2.9231 -1.2874
C -4.7407 3.4671 -0.4477
C -4.7124 2.5504 0.7797
C -4.0152 1.2767 0.2651
O -3.5930 1.5284 -1.0643
C 4.9388 1.9137 0.5200
C 6.1240 1.5486 -0.0839
H 5.3524 -1.6494 -0.9145
H 3.2438 -1.0100 0.1549
H 2.0211 0.5211 1.2205
H 0.6041 3.3332 2.8059
H 0.5857 1.5590 2.8009
H -0.0398 3.3501 0.5420
H 0.0782 -0.1585 1.6887
H 1.0958 -4.6994 -1.0280
H -0.4155 -5.2601 -1.8049
H 0.1323 -6.8459 0.0230
H 0.3138 -5.4770 1.1656
H -3.2087 -4.8961 1.1004
H -1.6653 -4.3379 1.8211
H -2.2896 -2.6950 0.1227
H -2.5459 -3.9776 -1.0914
H -0.4494 -1.5572 -2.2701
H -1.0648 0.7392 -3.0070
H -1.1958 2.9502 -2.5093
H -2.1325 3.4630 0.2165
H -2.2312 4.6116 -1.1397
H -3.7265 3.0658 -2.3640
H -5.6758 3.3454 -0.9937
H -4.6122 4.5169 -0.1953
H -4.1376 3.0011 1.5879
H -5.7124 2.3381 1.1504
H -4.6889 0.4165 0.2278
H -3.1492 1.0122 0.8854
H 4.8166 2.9050 0.9227
H 6.9362 2.2567 -0.1541

---

[6]
71
Properties=species:S:1:pos:R:3 method="wB97M-V/def2-TZVPD" e_tot_ev=-136714.0496 total_charge=+1 de_lowest_kj_mol=64.5 homo_lumo_gap_ev=6.17
Ta -0.0866 0.2615 0.6711
C 1.8222 -1.6854 -0.5564
C 2.0251 -0.3236 -0.0187
C 2.4228 0.4604 -1.2017
C 2.3622 -0.3340 -2.3029
C 1.9804 -1.6723 -1.9009
H 1.6009 -2.5510 0.0522
H 2.6520 -0.2549 0.8711
H 2.7776 1.4809 -1.1633
H 2.5808 -0.0263 -3.3195
H 1.8612 -2.5196 -2.5649
C -4.4113 -0.6769 -2.3944
C -3.1712 -0.0408 -1.7755
O -2.8293 1.2069 -2.4079
P -3.4889 0.5970 -0.0595
O -4.5558 -0.1930 0.7945
O -4.3832 1.8800 -0.3717
O -2.2403 1.0098 0.6879
P -1.6803 -1.1379 -1.9709
O -1.2816 -0.6725 -3.4629
O -1.7288 -2.6006 -1.9076
O -0.6336 -0.3704 -1.0512
H -5.2500 0.0170 -2.3540
H -4.6737 -1.6002 -1.8727
H -4.2117 -0.9257 -3.4388
H -2.6917 1.0457 -3.3502
H -5.4306 0.2206 0.7319
H -3.9602 2.5206 -0.9637
H -1.0160 -1.4498 -3.9778
C -3.2412 -4.3161 1.0353
N -2.0834 -3.5313 1.4978
C -1.1528 -4.1030 2.3363
C -0.0532 -3.4689 2.7592
C 0.1987 -2.1412 2.2670
O 1.1897 -1.4477 2.4676
N -0.7755 -1.5696 1.4449
C -1.9280 -2.2397 1.0756
O -2.7984 -1.7076 0.3951
H -4.0194 -4.3377 1.7945
H -2.9100 -5.3268 0.8139
H -3.6228 -3.8638 0.1312
H -1.3745 -5.1196 2.6343
H 0.6629 -3.9380 3.4163
Se 0.1270 2.1831 -2.1964
N -0.0778 2.2479 -0.4006
C -0.7802 3.3736 -0.1327
C -1.2016 3.8089 1.1520
C -1.9251 4.9579 1.2299
C -2.2663 5.7363 0.0778
C -1.8692 5.3613 -1.1606
C -1.1151 4.1567 -1.2950
N -0.7053 3.6744 -2.4675
H -0.9562 3.2441 2.0404
H -2.2547 5.2983 2.2046
H -2.8463 6.6428 0.2062
H -2.1073 5.9389 -2.0459
C -1.7518 0.3051 3.7624
C -0.6053 1.2457 3.5436
C -0.1496 2.1671 4.4187
C 1.0264 2.7825 3.8566
C 1.2589 2.2290 2.6494
C 2.4041 2.5016 1.7259
N 0.2411 1.2621 2.3928
H -2.3356 0.6726 4.6051
H -1.4026 -0.6966 4.0278
H -2.4219 0.2262 2.9101
H -0.5950 2.3822 5.3807
H 1.6400 3.5458 4.3181
H 2.9084 3.4113 2.0511
H 2.0926 2.6490 0.6914
H 3.1406 1.6934 1.7470

---

[7]
59
Properties=species:S:1:pos:R:3 method="wB97M-V/def2-TZVPD" e_tot_ev=-44416.7675 total_charge=+2 de_lowest_kj_mol=0.0 homo_lumo_gap_ev="5.21 / 5.21"
Rh 0.0216 -2.2112 -0.7112
C -2.9880 -2.0552 -1.5175
O -1.9423 -2.6538 -0.6972
C -2.2442 -2.8054 0.7161
C -1.2773 -3.8614 1.1940
O 0.0885 -3.5417 0.6993
C 1.0949 -2.9929 1.6394
C 2.3613 -2.8473 0.8218
O 2.0162 -2.1175 -0.3775
C 3.0993 -1.4979 -1.1247
H -3.8630 -2.6978 -1.4522
H -2.6077 -2.0329 -2.5340
H -3.2002 -1.0487 -1.1571
H -3.2849 -3.1044 0.8354
H -2.0690 -1.8454 1.2063
H -1.4958 -4.8387 0.7701
H -1.2514 -3.9313 2.2805
H 1.2458 -3.6898 2.4633
H 0.7240 -2.0346 1.9964
H 2.7611 -3.8142 0.5092
H 3.1143 -2.3015 1.3925
H 3.9090 -2.2195 -1.2188
H 3.4170 -0.6009 -0.5937
H 2.7017 -1.2468 -2.1036
O -0.2617 -0.7301 0.4321
Si -0.0664 0.8985 0.0696
C -1.5512 1.7068 0.8514
C -2.3925 2.5564 0.1370
C -3.5709 3.0410 0.6919
C -3.9023 2.7152 1.9944
C -3.0613 1.9011 2.7394
C -1.8880 1.4274 2.1744
C 1.4905 1.5270 0.8776
C 2.4444 2.2554 0.1627
C 3.6394 2.6559 0.7467
C 3.9057 2.3292 2.0668
C 2.9743 1.6018 2.7989
C 1.7843 1.2118 2.2067
C -0.0391 1.1495 -1.7782
C -0.0268 0.0673 -2.6447
C 0.0074 0.1503 -4.0215
C 0.0298 1.4209 -4.5829
C 0.0315 2.5411 -3.7638
C 0.0023 2.4089 -2.3828
H -2.1429 2.8255 -0.8820
H -4.2310 3.6756 0.1159
H -4.8049 3.1138 2.4384
H -3.3190 1.6631 3.7629
H -1.2213 0.8220 2.7810
H 2.2567 2.5199 -0.8718
H 4.3614 3.2232 0.1747
H 4.8319 2.6444 2.5282
H 3.1771 1.3565 3.8328
H 1.0699 0.6538 2.8053
H -0.0137 -0.9698 -2.2156
H 0.0213 -0.7328 -4.6455
H 0.0547 1.5318 -5.6583
H 0.0602 3.5265 -4.2086
H 0.0196 3.3021 -1.7696